(1)
The following is a quantum chemistry calculation of a gas-phase ion, C9H20BrIN2O3P (charge +1) at a distorted geometry, from the OMol25 dataset.

* SMILES string: CCO[C@@H]1CN(P(O)O)[C@@H](I)C[N@H+]1[C@H](Br)CC
* E_tot: -106205.2314 eV
* net charge: +1
* largest force on an atom: 2.879 eV/Å

```
37
C9H20BrIN2O3P, DFT ωB97M-V with the def2-TZVPD basis set
C 4.255 -1.607 0.159
C 2.941 -1.025 -0.477
O 1.943 -1.014 0.550
C 0.732 -0.423 0.082
C 0.911 1.129 0.168
N -0.424 1.778 0.085
P -0.312 3.530 -0.175
O -0.888 3.717 -1.767
O 1.323 3.953 -0.234
C -1.125 1.487 1.347
I -3.240 2.064 1.314
C -0.985 0.013 1.876
N -0.360 -0.969 0.932
C -1.384 -1.769 0.145
Br -0.556 -3.344 -0.730
C -2.109 -0.946 -0.965
C -3.610 -1.494 -1.037
H 4.042 -2.475 0.825
H 4.802 -0.843 0.755
H 4.956 -1.984 -0.620
H 2.639 -1.707 -1.305
H 3.200 -0.010 -0.853
H 0.615 -0.696 -0.993
H 1.466 1.432 -0.752
H 1.504 1.464 1.053
H -0.894 2.840 -2.178
H 1.349 4.736 -0.806
H -0.672 2.149 2.132
H -0.393 0.013 2.821
H -1.997 -0.380 2.132
H 0.097 -1.679 1.528
H -2.084 -2.176 0.902
H -1.682 -1.124 -1.978
H -2.197 0.140 -0.761
H -4.258 -0.658 -1.389
H -3.987 -1.788 -0.029
H -3.620 -2.334 -1.757
```

=====

(2)
The following is a quantum chemistry calculation of a single C25H27N3O3 molecule at a distorted geometry, from the OMol25 dataset.

* SMILES string: Cc1ccc(CN(C(=O)c2ccco2)[C@@H](C(=O)NC2CCCC2)c2cccnc2)cc1
* E_tot: -36976.7356 eV
* net charge: 0
* largest force on an atom: 1.270 eV/Å
* relative energy (zero: lowest compared OMol25 entry of this formula, charge and spin): 1.146 eV

```
58
C25H27N3O3, DFT ωB97M-V with the def2-TZVPD basis set
C 5.226 0.202 -2.400
C 3.882 -0.271 -1.937
C 3.645 -1.607 -1.652
C 2.403 -2.030 -1.213
C 1.367 -1.123 -1.043
C 0.019 -1.572 -0.540
N -0.495 -0.732 0.533
C 0.279 -0.196 1.504
O -0.091 0.759 2.181
C 1.593 -0.815 1.744
C 2.759 -0.210 2.134
C 3.710 -1.243 2.273
C 3.050 -2.397 1.978
O 1.773 -2.151 1.660
C -1.851 -0.207 0.388
C -1.774 0.981 -0.596
O -1.970 0.883 -1.791
N -1.398 2.107 0.028
C -1.129 3.355 -0.652
C -2.024 4.474 -0.103
C -1.286 5.026 1.129
C 0.140 4.448 1.074
C 0.280 3.856 -0.329
C -2.819 -1.305 0.030
C -2.730 -2.531 0.686
C -3.641 -3.528 0.390
C -4.623 -3.257 -0.552
N -4.729 -2.094 -1.167
C -3.855 -1.144 -0.886
C 1.592 0.211 -1.359
C 2.833 0.631 -1.794
H 5.595 0.994 -1.750
H 5.947 -0.612 -2.402
H 5.157 0.606 -3.410
H 4.441 -2.329 -1.770
H 2.239 -3.076 -0.996
H 0.072 -2.616 -0.214
H -0.705 -1.507 -1.359
H 2.906 0.839 2.287
H 4.736 -1.142 2.557
H 3.367 -3.422 1.972
H -2.133 0.187 1.374
H -1.138 2.056 1.007
H -1.292 3.173 -1.717
H -3.016 4.099 0.142
H -2.132 5.247 -0.863
H -1.266 6.115 1.104
H -1.785 4.730 2.050
H 0.261 3.661 1.819
H 0.896 5.207 1.269
H 0.556 4.629 -1.047
H 1.025 3.062 -0.369
H -1.958 -2.694 1.425
H -3.595 -4.488 0.882
H -5.362 -4.000 -0.822
H -3.986 -0.219 -1.425
H 0.785 0.922 -1.271
H 2.994 1.673 -2.030
```